12
Properties=species:S:1:pos:R:3:forces:R:3:lowdin_charge:R:1 method="wB97M-V/def2-TZVPD" smiles=O.O.O.O multiplicity=1 orbital_gap_ev=12.11 e_above_lowest_kcal_mol=29.2 lumo_energy_ev=0.81
O -2.5994 -0.6314 -1.5778 -0.02 -1.31 -0.01 -0.079
H -2.5674 -1.5870 -1.8186 0.00 1.11 0.10 0.050
H -2.7591 -0.6693 -0.6264 0.03 0.21 -0.07 0.028
H 2.4147 0.0700 -5.6532 -0.35 0.34 0.66 0.042
O 1.6689 -0.0140 -5.0245 0.50 -0.75 -1.21 -0.080
H 1.2483 -0.8040 -5.4121 -0.14 0.42 0.54 0.038
O -0.5080 1.0008 2.4277 0.83 0.00 -0.72 -0.089
H 0.1256 0.2537 2.4588 -0.51 0.47 0.13 0.033
H -0.1482 1.5694 1.7186 -0.41 -0.38 0.44 0.053
O 1.2884 0.1374 4.3558 1.88 -0.67 -1.14 -0.049
H 0.8166 -0.3514 5.0101 -0.90 0.43 0.62 0.031
H 1.0196 1.0259 4.1415 -0.91 0.14 0.65 0.022